Computed, not measured: 7 unconnected molecules or ions with the total composition C36H91N5O12 at a distorted geometry, with ωB97M-V/def2-TZVPD.

Properties
**SMILES**: COCCNCCOC.COCCNCCOC.COCCNCCOC.COCCNCCOC.COCCNCCOC.CC(C)O.CC(C)O
**Lowest unoccupied orbital energy**: 0.6277 eV
**Highest occupied orbital energy**: -8.44 eV
**Frontier orbital gap**: 9.07 eV

XYZ file:
```
144
Properties=species:S:1:pos:R:3:forces:R:3:lowdin_charge:R:1
O 3.009 3.299 -1.073 -0.629 0.860 0.137 -0.24
O 3.705 0.294 -3.568 -0.874 -0.336 0.644 -0.18
O -0.600 -5.327 -0.728 -0.380 -0.692 0.163 -0.22
O -3.852 3.283 -1.152 0.435 -0.314 -1.119 -0.19
O 5.991 -0.171 1.656 -0.089 0.331 -0.573 -0.20
O -3.352 -8.746 2.924 0.064 0.267 0.264 -0.19
O -3.416 0.554 1.200 -0.922 -0.494 0.230 -0.10
O -0.821 1.687 1.815 0.379 -1.036 0.199 -0.07
O 10.587 -0.174 2.202 -1.033 1.340 0.787 -0.21
O -1.842 1.926 -4.546 1.837 -0.201 0.733 -0.20
O -2.100 5.466 1.835 0.892 0.641 -0.782 -0.19
O -6.722 -1.170 0.232 -1.479 -1.948 0.645 -0.22
N 8.563 -1.511 1.071 -0.976 -0.159 -0.513 -0.04
N 0.238 5.685 -0.132 1.373 -0.475 -1.130 -0.05
N 1.667 2.473 -3.691 0.604 0.317 -0.687 -0.05
N -2.952 -6.263 1.168 1.207 0.759 -0.834 -0.05
N -5.889 1.353 -0.676 0.398 -0.440 -0.912 -0.05
C 4.656 0.208 1.976 1.534 0.918 0.516 -0.11
C 1.205 0.841 2.774 0.232 0.242 1.059 -0.05
C 9.864 -1.564 0.441 0.838 0.481 -1.387 -0.23
C -3.281 -9.074 4.310 0.614 -2.362 -1.260 -0.11
C -7.260 0.923 -0.607 -1.311 1.152 0.520 -0.21
C -7.551 -0.058 0.529 2.420 0.768 -0.422 -0.21
C -3.038 -5.577 -0.108 0.446 1.908 -0.176 -0.22
C -5.627 1.971 -1.953 0.458 0.002 -1.426 -0.21
C 2.840 -0.232 -2.507 1.946 0.270 0.463 -0.08
C -4.248 -7.689 2.660 0.199 -0.044 1.251 -0.26
C 6.105 -1.176 0.646 -0.275 -0.473 1.547 -0.24
C -4.924 -0.443 2.909 -0.188 -0.406 1.503 -0.06
C -0.707 5.159 2.008 -1.078 1.073 1.661 -0.21
C -0.057 0.464 2.027 -0.118 0.943 -0.453 -0.48
C 7.481 -1.232 0.097 0.909 0.095 -0.209 -0.23
C 0.226 6.063 1.258 -1.373 -0.071 -0.272 -0.21
C 10.976 -1.232 1.398 2.960 -0.268 1.140 -0.28
C 11.404 0.289 3.277 0.425 -2.653 -1.068 -0.07
C 0.241 -0.182 0.722 0.237 0.100 -0.913 -0.06
C 3.007 0.658 -4.767 -0.810 1.509 2.569 -0.20
C -1.840 -4.676 -0.441 0.878 1.229 1.156 -0.22
C 0.989 4.468 -0.457 -0.288 -0.705 -1.313 -0.18
C -2.563 3.855 -1.328 0.545 0.193 0.183 -0.10
C -2.839 4.457 2.445 0.839 -1.534 -0.518 -0.13
C -7.447 -2.385 0.574 0.718 0.441 -0.220 -0.09
C -3.368 -1.841 1.524 -0.306 0.004 -2.203 -0.06
C 0.422 1.776 -3.571 -0.853 -0.345 0.301 -0.23
C 2.522 2.124 -4.793 -0.489 -1.257 -0.332 -0.18
C -0.557 2.581 -4.377 -1.775 1.271 1.104 -0.21
C -2.572 2.556 -5.530 -1.522 -0.566 -0.655 -0.16
C 4.401 3.240 -1.262 -0.174 -2.185 -0.471 -0.11
C -4.201 2.419 -2.255 -0.556 0.925 0.716 -0.21
C -4.082 -7.115 1.300 -0.381 -0.785 0.583 -0.25
C 2.517 4.613 -0.699 0.409 -0.307 0.291 -0.18
C -3.598 -0.476 2.230 1.053 -0.371 -1.842 -0.43
C 0.503 -4.463 -0.967 -0.212 0.139 -1.257 -0.12
H 0.549 3.985 -1.395 0.565 0.724 0.984 0.12
H -0.755 3.535 -3.793 0.196 -0.793 -0.618 0.13
H -5.272 -8.039 2.770 -0.336 -0.116 0.096 0.12
H -4.010 -9.865 4.576 -0.617 0.927 0.047 0.09
H 2.154 0.036 -4.888 -0.706 -0.854 -0.267 0.09
H 1.075 -4.175 -0.040 -0.506 -0.453 -0.863 0.09
H 10.103 -0.788 -0.399 -1.239 -1.033 0.880 0.14
H -8.571 -0.306 0.589 -1.473 -0.404 -0.287 0.09
H 10.017 -2.575 -0.005 0.025 0.715 0.239 0.13
H -7.445 0.451 -1.561 -0.112 -0.791 -0.108 0.11
H 0.162 -3.534 -1.502 0.194 -0.512 0.640 0.08
H 3.530 -0.719 -1.731 -0.891 0.631 -1.227 0.09
H -0.660 -0.291 2.515 -0.184 0.126 1.053 0.12
H -0.490 4.149 1.762 -0.093 -1.130 -0.492 0.07
H 4.685 3.441 -2.295 0.013 0.033 -0.116 0.09
H -7.258 0.240 1.543 -0.107 0.799 -0.165 0.11
H 11.407 -2.003 2.055 -0.935 -0.695 0.026 0.12
H 0.672 0.561 0.055 0.767 -0.127 -0.098 0.08
H 1.829 1.588 2.253 -0.401 -0.372 -0.180 0.08
H -5.539 1.920 0.050 -0.048 0.855 1.116 0.10
H -3.914 -4.861 -0.097 0.720 -0.853 -0.081 0.13
H -4.019 -7.999 0.635 -0.699 0.576 -0.416 0.14
H -3.299 -8.206 4.958 0.173 -0.004 0.179 0.08
H -0.661 -0.457 0.206 -0.690 -0.350 -0.069 0.06
H 1.106 -5.007 -1.755 -0.119 0.583 1.286 0.10
H 4.940 3.855 -0.615 0.732 1.537 1.134 0.06
H -7.498 -2.642 1.645 0.492 0.380 -0.084 0.09
H 11.720 -0.530 3.955 -0.547 0.026 -0.142 0.09
H -3.116 -6.239 -0.950 -0.518 -0.698 -0.593 0.11
H 4.231 0.784 1.163 -0.342 0.174 -0.265 0.07
H 3.370 2.798 -4.907 -0.073 0.163 0.237 0.12
H -5.313 0.540 3.225 0.481 -0.301 -0.147 0.09
H 4.075 -0.661 2.166 -0.794 -0.790 0.307 0.06
H -6.956 -3.184 0.029 -0.064 -0.188 0.041 0.08
H -1.646 1.410 1.375 -0.033 0.144 0.130 0.05
H -2.506 4.485 -2.262 -0.190 -0.282 0.958 0.10
H 5.409 -1.055 -0.231 0.236 -0.049 1.051 0.12
H 2.813 5.408 -1.445 -0.598 -0.845 0.299 0.14
H 7.315 -1.989 -0.679 1.002 -0.226 0.044 0.12
H 2.163 -0.986 -2.895 -0.192 -0.098 -0.113 0.08
H 1.157 6.097 1.769 1.283 -0.246 0.401 0.10
H -0.114 7.073 1.186 -0.563 0.813 0.727 0.12
H -2.388 -9.734 4.350 0.121 1.115 0.488 0.09
H -4.776 -1.087 3.807 -0.381 0.513 -0.260 0.10
H 0.143 1.847 -2.513 -0.142 -0.256 -0.102 0.11
H 2.203 2.519 -2.861 0.257 0.043 1.078 0.05
H -2.359 3.620 -5.537 -0.566 0.451 0.095 0.09
H 2.298 0.568 -1.980 0.059 -0.274 -0.297 0.06
H -4.252 -2.234 0.898 0.913 0.988 1.036 0.10
H 10.811 0.977 3.806 -0.378 1.108 0.580 0.07
H -0.125 2.927 -5.312 -0.012 -0.401 -0.436 0.11
H -3.471 1.646 -2.429 0.385 -0.675 0.528 0.11
H -2.322 2.178 -6.516 0.333 -0.107 -0.457 0.08
H 1.916 2.163 -5.704 0.170 0.316 -0.244 0.11
H 1.851 -0.014 3.045 -0.415 0.178 -0.386 0.08
H -6.201 2.907 -2.151 -0.327 -0.636 0.240 0.13
H -4.062 -6.895 3.395 -0.188 0.092 0.023 0.12
H -8.053 1.742 -0.660 0.935 -0.315 0.578 0.14
H 11.942 -0.955 0.890 -0.889 0.004 -0.446 0.13
H 7.761 -0.308 -0.387 -0.244 0.540 -0.605 0.11
H 0.307 0.698 -3.862 0.671 0.599 0.113 0.13
H 0.681 6.447 -0.632 -0.284 0.041 -0.309 0.11
H -3.657 2.270 -5.407 0.980 0.766 0.097 0.10
H 3.644 0.592 -5.566 1.821 -0.771 -1.954 0.09
H -2.091 -4.061 -1.326 -0.103 -0.011 0.437 0.12
H -1.615 -4.027 0.456 -0.606 -0.203 -0.840 0.12
H 0.934 1.306 3.732 -0.021 -0.036 -0.149 0.08
H -5.664 -0.954 2.316 -0.271 0.009 -0.362 0.04
H -2.109 -6.809 1.060 0.242 -0.318 0.581 0.12
H 0.827 -1.090 0.882 0.262 0.190 -0.305 0.09
H 8.527 -0.758 1.755 0.215 -0.156 -0.118 0.10
H -0.601 5.189 3.108 0.691 0.261 -0.179 0.13
H -2.750 -0.337 2.925 -0.527 0.267 -0.208 0.13
H -1.803 3.057 -1.461 -0.269 0.190 0.110 0.07
H -2.489 4.296 3.477 -0.695 0.349 0.203 0.09
H -8.486 -2.291 0.273 -0.156 -0.104 -0.408 0.08
H 12.345 0.633 2.896 0.496 0.957 -0.273 0.08
H -4.111 0.430 0.502 0.635 0.094 0.659 0.09
H -2.300 4.426 -0.398 -0.335 -0.292 -1.085 0.08
H -3.066 -2.683 2.119 0.145 -0.178 0.762 0.06
H -3.896 4.602 2.273 -0.196 0.310 0.427 0.09
H -2.559 -1.687 0.755 -0.598 -0.144 0.827 0.07
H 0.793 3.732 0.329 0.337 0.016 -0.080 0.10
H -5.866 1.196 -2.708 -0.192 0.577 0.032 0.13
H 6.017 -2.153 1.198 -0.716 0.465 -0.784 0.14
H -4.952 -6.449 1.242 -0.182 -0.483 -0.868 0.13
H 4.726 0.856 2.888 -0.202 -0.633 -0.780 0.11
H 3.061 4.882 0.226 -0.350 0.079 -0.081 0.12
H -2.554 3.509 1.956 -0.415 -0.027 0.076 0.07
H -4.208 2.948 -3.238 -0.131 0.157 0.679 0.11
H 4.750 2.215 -0.969 -0.441 0.596 -0.595 0.10
```
Positions in Å, forces in eV/Å.


Computed, not measured: a gas-phase ion, C3HN2OS (charge +1) at a distorted geometry, with ωB97M-V/def2-TZVPD.

Properties
**Lowest unoccupied orbital energy**: -6.7753 eV
**Net charge**: +1
**Highest occupied orbital energy**: -16.66 eV
**Frontier orbital gap**: 9.89 eV

XYZ file:
```
8
Properties=species:S:1:pos:R:3:forces:R:3:lowdin_charge:R:1
S 2.676 0.785 -0.689 0.951 -0.020 -0.129 1.15
O -0.505 1.142 -1.221 -0.267 1.093 -1.913 0.27
N -2.115 -1.701 0.046 0.126 0.698 0.120 0.29
N 0.464 0.230 0.754 -2.080 -0.396 -1.022 0.14
C -0.668 0.331 -0.434 1.091 0.033 2.603 -0.30
C -1.595 -0.683 -0.107 -1.008 -1.394 -0.513 -0.06
C 1.601 0.347 0.249 0.768 0.645 -0.394 -0.64
H 0.143 -0.452 1.402 0.418 -0.658 1.248 0.15
```
Positions in Å, forces in eV/Å.


Computed, not measured: C5H5FN2O2 in the gas phase at a distorted geometry, with ωB97M-V/def2-TZVPD.

Properties
**SMILES**: C#C/C=C\N/C(F)=[N+](/[O-])O
**Lowest unoccupied orbital energy (alpha / beta)**: 0.4376 / 0.4378 eV
**Highest occupied orbital energy (alpha / beta)**: -7.86 / -7.86 eV
**Frontier orbital gap (alpha / beta)**: 8.30 / 8.30 eV

XYZ file:
```
15
Properties=species:S:1:pos:R:3:forces:R:3:lowdin_charge:R:1
F -1.086 -0.824 0.439 -1.368 -0.400 -0.223 0.21
O 1.502 0.141 2.579 -0.470 -1.405 2.468 -0.04
O -0.469 -1.123 3.043 0.293 0.418 -0.112 -0.04
N 0.800 0.461 0.198 1.158 0.596 2.590 0.10
N 0.151 -0.422 2.207 0.946 -0.299 1.106 -0.22
C -0.075 0.525 -2.064 2.289 1.179 -1.088 -0.15
C 0.827 0.804 -1.131 0.003 2.144 1.982 -0.11
C -1.127 -0.351 -2.121 -4.175 -1.729 -0.168 -0.16
C -0.110 -0.193 0.966 1.626 -0.362 0.318 -0.35
C -2.228 -0.895 -2.173 2.971 0.929 -0.188 0.14
H 0.189 1.097 -2.937 -0.432 -0.057 -0.665 0.11
H 1.501 1.702 -1.148 -0.458 -1.279 -1.110 0.15
H 1.728 -0.296 3.511 -1.228 1.110 -2.843 0.18
H -3.041 -1.551 -2.285 -0.539 -0.225 0.016 0.02
H 1.436 0.923 0.916 -0.615 -0.623 -2.082 0.16
```
Positions in Å, forces in eV/Å.


Computed, not measured: C4H4ClF in the gas phase at a distorted geometry, with ωB97M-V/def2-TZVPD.

Properties
**SMILES**: C=C(F)/C=C\Cl
**Lowest unoccupied orbital energy**: 0.6353 eV
**Highest occupied orbital energy**: -9.23 eV
**Frontier orbital gap**: 9.87 eV

XYZ file:
```
10
Properties=species:S:1:pos:R:3:forces:R:3:lowdin_charge:R:1
Cl 1.906 0.385 -0.235 -0.015 0.017 0.115 0.64
F -2.357 -0.328 -0.468 -0.698 -0.445 -0.704 0.04
C 0.983 -0.991 0.274 2.384 -0.564 -0.318 -0.54
C -1.126 1.358 0.421 -0.096 -0.096 -0.517 0.08
C -0.313 -1.056 0.273 -1.470 -0.253 0.607 -0.14
C -1.180 0.078 0.031 -1.008 1.597 0.942 -0.39
H -0.270 1.764 0.906 0.599 -0.059 0.186 0.04
H -0.849 -1.978 0.573 0.579 0.544 -0.312 0.14
H 1.657 -1.821 0.494 -0.476 0.167 0.039 0.07
H -1.917 2.104 0.238 0.201 -0.909 -0.038 0.08
```
Positions in Å, forces in eV/Å.